{
  "formula": "C35H59Cl2F5HfNO4P2S4Se2",
  "method": "ωB97M-V/def2-TZVPD",
  "symbols": ["H", "H", "S", "P", "H", "H", "C", "H", "H", "C", "H", "H", "H", "Hf", "H", "C", "H", "C", "H", "H", "H", "O", "H", "C", "H", "C", "H", "C", "H", "N", "H", "S", "H", "C", "C", "S", "H", "H", "C", "C", "C", "H", "F", "H", "C", "S", "C", "C", "Se", "H", "H", "H", "H", "H", "H", "C", "H", "H", "O", "C", "O", "C", "F", "C", "Cl", "F", "C", "C", "H", "H", "H", "C", "H", "C", "H", "Cl", "H", "H", "C", "H", "C", "C", "C", "H", "H", "H", "F", "C", "O", "H", "C", "C", "H", "H", "H", "C", "H", "P", "C", "H", "H", "H", "H", "C", "H", "H", "H", "C", "H", "C", "H", "F", "H", "Se", "H"],
  "xyz": [[2.42421, -5.60992, -3.17073], [2.68285, -3.00663, 0.80491], [-2.90417, -0.59362, -2.42187], [-0.32509, 4.05557, -0.35268], [-4.30812, 4.71964, 0.89704], [-4.38556, -2.13416, -0.67735], [3.34340, 1.42100, -2.29981], [2.22319, 7.13746, 0.15883], [3.62730, 6.44658, -0.59563], [2.39313, -3.63135, -3.76292], [4.99504, -0.25337, 1.80003], [0.64753, -2.86215, -4.87014], [2.85690, 5.46771, 0.63588], [-0.62453, 0.81605, -0.54713], [2.84526, -2.70447, -3.47723], [2.51560, -4.70081, -2.66238], [1.80241, 0.45455, -4.96442], [1.35534, -4.65615, -1.58355], [2.20297, 6.42133, -3.09099], [1.61490, -1.32422, 4.46529], [0.57675, -5.33768, -1.87942], [0.46289, 5.39087, -0.54020], [0.02606, -1.79823, -2.93943], [0.82634, -3.14959, -1.52421], [-2.46443, 6.90557, 1.01930], [2.64893, 6.20283, -0.13342], [-2.30823, 5.07236, -1.39998], [-4.28060, -2.97614, -0.01246], [1.74366, -4.99048, -0.61919], [-1.60454, 0.13187, -2.31339], [-2.93117, -3.37671, 1.67613], [-3.02064, 1.00558, 0.29186], [3.30763, -2.10837, 3.18200], [-1.86335, -3.24925, -0.23711], [-2.91995, 1.07556, 2.06261], [-0.55214, 3.09173, -2.10431], [-5.14756, -3.08840, 0.64397], [2.78611, 2.90677, -0.75801], [-3.31756, -5.32404, -0.65775], [-1.92031, -4.81677, -0.57891], [0.10015, -2.82766, -2.78298], [2.80492, 3.69150, 4.49760], [-3.03309, 1.22232, 6.23910], [2.90229, -4.06091, -4.70426], [-4.27912, -4.20196, -1.05338], [0.42304, 2.69227, 0.89781], [2.10741, -3.20853, 1.69193], [-3.95980, 1.62785, 4.14096], [1.77147, 0.24179, -2.40804], [0.57481, -4.43454, 0.79802], [-4.73443, 5.02604, -0.79552], [2.34453, 3.30216, 2.80198], [0.43507, -4.41019, -4.28138], [-0.92429, -3.12184, -2.70628], [-1.29554, -4.90801, -1.46123], [1.71296, 5.54769, -1.19301], [3.48855, -4.62548, -2.16040], [4.44706, 2.58636, -0.71044], [-1.56292, 4.57768, 0.38663], [-1.83988, 0.61362, 4.19741], [-3.05332, -1.40860, -3.58716], [2.37043, -2.01561, 2.63245], [-5.03638, 2.08596, 4.77749], [5.06571, 0.33697, 0.88354], [4.59261, 3.61534, 3.20031], [-5.21853, 1.81421, 2.22557], [0.62446, -3.51579, 1.36413], [1.18041, 0.86010, -4.13525], [3.35746, 2.21675, -3.04040], [-2.69393, -1.81465, 0.98858], [0.60647, 5.88476, -2.96215], [-0.13993, -3.63588, 2.66087], [-1.47500, 7.26689, -0.22872], [-0.04928, -2.37236, 3.46004], [-0.35742, -1.41876, 2.98644], [2.92588, 1.42053, 4.16134], [-3.09634, 7.40691, -0.56874], [5.70468, 1.24839, 0.97684], [-2.39471, 6.80060, -0.01896], [0.23816, -4.50395, 3.22982], [-4.02920, 1.56106, 2.77227], [0.85967, -3.45085, -3.98135], [-1.76594, 0.72301, 2.81721], [-3.41774, -6.16146, -1.39079], [-0.64903, -2.41362, 4.37364], [1.69233, -2.49432, -1.49436], [-0.69713, 0.23404, 4.76597], [-2.94101, -2.84535, 0.70908], [-0.08828, -1.12441, 0.03692], [1.18493, 1.95724, -4.16962], [1.37712, 6.41208, -2.39935], [2.94051, 3.10706, 3.65176], [0.18005, 0.43917, -4.22141], [4.14062, 0.74437, -2.60013], [1.81532, -2.94197, 4.49991], [3.45710, 2.04178, -0.88002], [2.19877, -1.07107, 2.05534], [-0.14544, -2.65836, -0.02278], [-2.58433, 5.34633, -0.43700], [5.36523, -0.24211, -0.05158], [-1.14933, -3.89587, 2.35411], [2.50186, -4.03108, 2.21249], [-4.03468, -3.79618, -2.00378], [1.41773, -2.14047, 3.87039], [-3.58796, -5.76148, 0.29524], [-2.14847, -2.84715, -1.24177], [-1.25775, -5.40670, 0.12475], [-3.92342, 4.67943, -0.11421], [2.10438, 4.59274, -1.54918], [-2.87090, 1.16665, 4.89432], [-5.32310, -4.60572, -1.08761], [-0.70778, 0.36155, 2.13023], [-3.78848, 3.63408, -0.35058], [3.19247, 0.85989, 0.65794], [1.01683, 7.39523, -2.08982]],
  "forces_ev_per_a": [[0.2, -1.7, -0.5], [0.3, -0.4, -0.6], [0.4, 0.8, 0.2], [0.5, -0.7, -0.6], [0.4, 0.4, 0.3], [-0.4, 0.7, 0.2], [0.2, 0.0, 1.2], [-0.4, 0.4, 0.7], [-0.5, -0.2, 0.1], [-1.0, -1.4, -0.8], [0.6, -0.1, -0.3], [0.1, 0.4, -0.1], [-0.2, 0.3, 0.5], [-0.4, -0.5, -0.8], [0.4, 0.6, 0.0], [-0.2, 1.4, 1.2], [-0.3, 0.2, 0.8], [1.0, 1.7, -0.4], [0.6, 0.6, -0.1], [-0.3, 2.3, 1.3], [-0.4, -0.1, -0.1], [-0.3, -0.4, 0.8], [0.1, 1.8, -0.1], [0.2, -1.4, 1.5], [-0.8, 0.0, 1.6], [0.7, -1.0, -2.2], [0.1, 0.2, -2.2], [0.1, -1.5, -1.1], [0.0, 0.0, -0.2], [0.4, 0.3, 1.0], [0.0, -0.2, -0.5], [0.8, -0.1, 0.4], [0.7, 0.4, -1.1], [0.5, -1.9, -1.6], [0.4, 0.5, 0.1], [-0.3, -0.1, 0.5], [0.3, 0.3, 0.1], [-0.3, -0.8, -0.2], [-0.9, -0.6, -0.9], [3.0, 0.8, 1.2], [0.6, -1.2, -0.9], [-1.1, 1.0, 1.3], [0.9, -0.3, -1.2], [-0.8, 1.0, 1.3], [-1.2, -0.1, 2.2], [0.5, -0.1, 0.5], [-0.1, 1.7, -0.5], [-0.3, 0.1, 0.8], [0.2, 0.5, 0.1], [0.3, -1.0, 0.3], [0.6, 0.1, 0.4], [-0.9, -0.1, -0.5], [0.0, -0.3, 0.4], [-0.7, -0.7, -0.5], [-0.6, -0.2, -0.7], [0.9, 1.3, -0.1], [-0.2, -0.2, -0.1], [-0.9, -1.1, -0.4], [-1.7, 0.3, 0.0], [2.3, 0.6, -0.5], [-0.4, -0.9, -0.9], [-2.1, -0.3, 0.7], [0.1, -0.1, 0.2], [0.1, 0.0, -1.4], [0.3, -0.1, -0.4], [0.5, 0.2, -0.4], [1.0, 0.6, 0.0], [0.1, -0.2, -0.9], [-0.6, 0.0, -0.2], [-0.7, 0.2, 0.1], [-0.3, 0.2, 0.1], [-1.0, -0.4, -0.8], [1.6, -0.1, -0.7], [0.7, 1.3, 1.5], [0.0, -1.2, -0.3], [-0.3, -0.1, -0.1], [-0.7, 0.3, 0.2], [-0.6, -0.8, 0.2], [-0.9, -0.7, -1.6], [0.0, 0.4, -0.1], [0.7, -0.9, 0.2], [0.0, 0.1, -0.9], [-4.2, 0.6, -0.6], [0.3, 0.6, 0.5], [-0.1, -0.3, -0.1], [0.4, 0.1, 0.4], [0.1, -0.3, 0.8], [-0.1, 0.8, 1.3], [-0.4, 1.4, -0.2], [-0.2, -0.4, 0.1], [0.0, -0.7, 0.0], [2.0, -0.8, -0.3], [-0.1, 0.3, -0.2], [0.3, 0.1, 0.5], [-0.3, -0.5, -0.2], [1.3, 1.2, -0.1], [0.4, -0.6, 0.9], [0.3, -0.6, -0.4], [0.0, 0.2, 3.2], [-0.2, 0.5, 1.6], [-0.3, 0.0, 0.5], [0.5, -1.6, 0.3], [0.2, 0.1, -1.1], [0.1, -1.5, -1.9], [-0.3, 0.1, 0.3], [0.3, 0.3, 0.8], [-1.0, 0.5, -0.1], [-0.3, 0.2, -1.2], [-0.1, -0.1, 0.2], [-2.3, 0.5, 0.6], [0.9, 0.4, -0.2], [1.5, -0.4, -0.4], [0.0, -0.4, 0.0], [0.3, 0.6, -0.6], [0.2, 0.0, -0.2]],
  "lowdin_charge": [0.0858, 0.1019, 0.7134, -0.0912, 0.0873, 0.0584, -0.4669, 0.0776, 0.0978, -0.1748, 0.0066, 0.1077, 0.0664, 0.9931, 0.0729, -0.1699, 0.0524, -0.1253, 0.0833, 0.0518, 0.0933, -0.2717, 0.0223, -0.3387, 0.0763, -0.0045, 0.0661, -0.1465, 0.0958, -0.5592, 0.1195, 0.6231, 0.1152, -0.3436, -0.4495, 0.3505, 0.1161, -0.0014, -0.1928, -0.1687, -0.2291, -0.0056, 0.1247, 0.1427, -0.1558, 0.3699, -0.1504, -0.1362, 0.8963, 0.0783, 0.1060, -0.0578, 0.1161, 0.0839, 0.0778, -0.4576, 0.1140, 0.0973, -0.3014, -0.1468, -0.4511, -0.1821, 0.1372, -0.3611, 0.5040, 0.1088, -0.3456, -0.3872, 0.0749, 0.0764, 0.0691, -0.1736, 0.0570, -0.1751, 0.0916, 0.5445, 0.0923, 0.0351, -0.0145, 0.1441, -0.2408, -0.1535, -0.2634, 0.1317, 0.1210, 0.0788, 0.1174, -0.2103, -0.5003, 0.0095, -0.0277, -0.9801, 0.0007, 0.0575, 0.1218, -0.5682, 0.0318, 0.9307, -0.3489, 0.0495, 0.0868, 0.1080, 0.0826, -0.1784, 0.1148, 0.0757, 0.1282, -0.0263, 0.1020, -0.0993, 0.1262, -0.0414, 0.0249, 0.8019, 0.0965],
  "total_charge": 1,
  "relative_energy_kj_mol": 249.0,
  "multiplicity": 1
}